{
  "formula": "C38H44N8",
  "method": "ωB97M-V/def2-TZVPD",
  "largest_force_ha_per_bohr": 0.0878,
  "homo_energy_ev": [-0.397, -4.869],
  "molar_mass_g_mol": 612.83,
  "e_tot_ev": -52037.3197,
  "spin_multiplicity": 2,
  "orbital_gap_ev": [2.91, 7.37],
  "total_charge": -1,
  "symbols": ["N", "C", "C", "C", "C", "C", "H", "H", "H", "H", "H", "N", "C", "C", "C", "C", "C", "H", "H", "H", "H", "H", "N", "C", "C", "C", "C", "C", "H", "H", "H", "H", "H", "N", "C", "C", "C", "C", "C", "H", "H", "H", "H", "H", "N", "C", "C", "C", "C", "C", "H", "H", "H", "H", "H", "N", "C", "C", "C", "C", "C", "H", "H", "H", "H", "H", "C", "C", "C", "C", "N", "H", "H", "H", "H", "H", "H", "H", "C", "C", "C", "C", "N", "H", "H", "H", "H", "H", "H", "H"],
  "positions_angstrom": [[4.4817, -3.3570, -5.4472], [3.6568, -2.2479, -5.3070], [2.7061, -2.1168, -4.2996], [2.6243, -2.9841, -3.2746], [3.4537, -4.1395, -3.3910], [4.3001, -4.2762, -4.4739], [3.7491, -1.4972, -6.0779], [2.0121, -1.2894, -4.3136], [1.9424, -2.8335, -2.4507], [3.5121, -4.8794, -2.6065], [4.8415, -5.2042, -4.5837], [4.5418, -6.0855, 1.5279], [3.2316, -6.0884, 1.2499], [2.5749, -4.9485, 0.7584], [3.2817, -3.8190, 0.3736], [4.6694, -3.8386, 0.5562], [5.2534, -4.9118, 1.2079], [2.6700, -6.9281, 1.6320], [1.5160, -4.9439, 0.5458], [2.7123, -3.0088, -0.0574], [5.1197, -2.8919, 0.2963], [6.3060, -4.9732, 1.4417], [-0.4415, -0.2887, -4.4471], [-1.1173, -1.4829, -4.4598], [-2.5147, -1.4440, -4.4593], [-3.1713, -0.2146, -4.4009], [-2.4969, 0.9918, -4.4320], [-1.1469, 0.9197, -4.5098], [-0.6043, -2.4283, -4.3629], [-3.0470, -2.3776, -4.3526], [-4.2477, -0.1736, -4.3229], [-2.9183, 1.9776, -4.3011], [-0.5896, 1.8400, -4.6040], [0.2367, -2.2056, 0.0756], [0.0988, -2.1667, 1.4408], [-0.4798, -1.1027, 2.1319], [-1.1807, -0.1161, 1.3743], [-1.1208, -0.2362, -0.0143], [-0.3981, -1.2376, -0.6716], [0.6195, -2.9357, 1.9921], [-0.4154, -1.0005, 3.2051], [-1.6000, 0.7499, 1.8649], [-1.5858, 0.5023, -0.6506], [-0.3259, -1.3711, -1.7409], [-4.0139, 3.5937, -1.8625], [-2.9462, 3.1439, -1.2436], [-2.7570, 3.1539, 0.1358], [-3.7981, 3.6390, 0.9141], [-4.9496, 4.0789, 0.2875], [-5.0279, 4.0310, -1.0875], [-2.1702, 2.7680, -1.8939], [-1.8617, 2.7764, 0.6073], [-3.7348, 3.6473, 1.9922], [-5.7804, 4.4139, 0.8908], [-5.9886, 4.3483, -1.4653], [-3.2956, 2.0277, 4.1010], [-4.5719, 1.6710, 3.7176], [-5.1243, 0.3881, 3.9814], [-4.2892, -0.5729, 4.5730], [-2.9828, -0.2197, 4.9469], [-2.5342, 1.1022, 4.7004], [-5.1381, 2.4173, 3.1801], [-6.1592, 0.2079, 3.7305], [-4.6279, -1.5624, 4.8423], [-2.2702, -0.9268, 5.3451], [-1.5453, 1.3938, 5.0220], [0.1977, 3.8330, 4.3574], [-0.6807, 3.8189, 3.1028], [0.0206, 4.4412, 1.8963], [1.3507, 3.8785, 1.5422], [2.4020, 3.4020, 1.2606], [0.8079, 2.9360, 4.4630], [-0.4271, 4.1889, 5.1766], [0.8939, 4.6437, 4.1430], [-1.5959, 4.3662, 3.3286], [-0.9943, 2.7983, 2.8837], [0.1764, 5.4949, 2.1280], [-0.5458, 4.4219, 0.9651], [2.9069, 0.0915, 1.0187], [3.1480, -0.1140, -0.5074], [3.0564, 1.2026, -1.3531], [1.6940, 1.8037, -1.3434], [0.6195, 2.2792, -1.3571], [3.4327, 1.0074, 1.2884], [3.0380, -0.7758, 1.6658], [1.8266, 0.2077, 1.1059], [2.3476, -0.8071, -0.7659], [4.1388, -0.5491, -0.6387], [3.3370, 0.9458, -2.3745], [3.7069, 2.0278, -1.0631]],
  "mulliken_charge": [-0.60, -0.47, -0.26, 0.08, -0.56, -0.22, 0.37, 0.46, 0.46, 0.40, 0.35, -0.61, -0.33, -0.63, 0.24, -0.38, -0.36, 0.37, 0.45, 0.56, 0.28, 0.38, -0.24, -0.09, -0.64, -0.21, -0.42, -0.29, 0.37, 0.34, 0.37, 0.41, 0.36, -0.09, -0.60, -0.75, -0.01, 0.18, -0.96, 0.29, 0.33, 0.26, 0.22, 0.21, -0.50, -0.46, 0.12, -0.57, -0.63, -0.39, 0.59, 0.42, 0.61, 0.39, 0.29, -0.30, -0.07, -0.68, -0.25, -0.51, 0.03, 0.38, 0.38, 0.38, 0.38, 0.31, -1.66, 1.30, -0.49, 0.24, -0.56, 0.33, 0.37, 0.54, 0.26, -0.85, 0.47, 0.15, -0.85, 0.52, -0.86, 0.27, -0.47, 0.42, 0.33, -0.04, -0.43, 0.19, 0.43, 0.42]
}

***

{
  "formula": "C38H45Cl3F2LaN11O5S",
  "method": "ωB97M-V/def2-TZVPD",
  "largest_force_ha_per_bohr": 0.0384,
  "homo_energy_ev": -7.434,
  "molar_mass_g_mol": 1051.18,
  "e_tot_ev": -121467.5183,
  "spin_multiplicity": 1,
  "orbital_gap_ev": 7.62,
  "total_charge": 0,
  "de_lowest_kcal_mol": 0.0,
  "symbols": ["La", "N", "C", "C", "O", "N", "C", "C", "O", "O", "H", "H", "H", "H", "H", "H", "N", "C", "C", "N", "H", "H", "H", "H", "H", "H", "H", "H", "N", "C", "C", "C", "C", "C", "N", "C", "C", "C", "C", "C", "N", "H", "H", "H", "H", "H", "H", "H", "H", "H", "C", "N", "C", "C", "C", "N", "C", "O", "N", "H", "H", "H", "H", "H", "H", "H", "F", "C", "F", "H", "Cl", "C", "Cl", "Cl", "C", "N", "O", "S", "C", "C", "C", "C", "C", "C", "C", "C", "C", "C", "C", "C", "C", "C", "H", "H", "H", "H", "H", "H", "H", "H", "H", "H", "H", "H", "H", "H"],
  "positions_angstrom": [[0.9491, -1.4657, 0.0151], [2.3685, 0.9497, 0.1955], [3.5221, 0.8872, -0.7110], [3.1564, 0.1949, -2.0137], [3.6844, 0.5667, -3.0679], [2.2839, -0.8132, -1.8731], [2.1585, -1.6959, -3.0289], [1.1517, -2.8175, -2.7496], [0.4849, -3.2974, -3.6485], [1.0842, -3.1505, -1.4866], [2.6752, 1.3351, 1.0818], [1.7028, 1.6064, -0.2100], [3.9480, 1.8684, -0.9407], [4.3027, 0.2865, -0.2331], [1.8679, -1.1715, -3.9453], [3.1227, -2.1741, -3.2466], [0.9680, -0.1336, 2.6984], [-0.2002, 0.7022, 2.9737], [-0.6889, 1.3849, 1.7130], [-0.9685, 0.3861, 0.6745], [1.1531, -0.7572, 3.4741], [1.8162, 0.4142, 2.6059], [-0.0071, 1.4665, 3.7387], [-0.9933, 0.0570, 3.3563], [0.0626, 2.0751, 1.3256], [-1.5744, 1.9845, 1.9473], [-1.3032, 0.8423, -0.1672], [-1.7085, -0.2415, 0.9969], [-3.0427, -2.3492, -1.1537], [-2.3803, -1.6226, -2.1554], [-3.0650, -1.4709, -3.3657], [-2.4860, -0.7413, -4.3772], [-1.2463, -0.1583, -4.1594], [-0.6619, -0.3412, -2.9258], [-1.1974, -1.0630, -1.9272], [-2.5490, -3.3444, -0.3144], [-3.4672, -4.2977, 0.1596], [-2.9986, -5.3338, 0.9272], [-1.6315, -5.4243, 1.1963], [-0.8243, -4.4261, 0.7013], [-1.2673, -3.3786, -0.0093], [-4.0082, -2.5086, -1.3939], [-4.0192, -1.9602, -3.5075], [-2.9883, -0.6431, -5.3309], [-0.7347, 0.4073, -4.9239], [0.3058, 0.0939, -2.7035], [-4.5153, -4.2189, -0.0985], [-3.6848, -6.0875, 1.2941], [-1.2067, -6.2416, 1.7595], [0.2467, -4.4647, 0.8629], [-4.1504, -3.0396, 3.9540], [-2.7016, -3.1751, 3.9702], [-2.0697, -3.9672, 4.8702], [-0.7273, -4.0821, 4.8915], [-0.0173, -3.3453, 3.8869], [-0.6214, -2.6101, 2.9782], [-1.9751, -2.4583, 3.0122], [-2.5859, -1.7186, 2.2503], [1.3250, -3.4112, 3.8405], [-4.5493, -3.5521, 4.8267], [-4.5582, -3.4772, 3.0434], [-4.4256, -1.9875, 3.9794], [-2.7076, -4.4881, 5.5722], [-0.2257, -4.7004, 5.6173], [1.8401, -3.9839, 4.4841], [1.8395, -2.9140, 3.1248], [2.5538, -4.1042, 0.9062], [3.6145, -3.2106, 0.8738], [3.8019, -2.8979, -0.4320], [4.4978, -3.7163, 1.2482], [6.3302, -1.0944, 1.8563], [5.0843, -1.6185, 3.0003], [5.4206, -3.3265, 3.5178], [5.2125, -0.6749, 4.5149], [3.7475, -1.2621, 2.3646], [3.1222, -2.0255, 1.5281], [0.3823, 2.7216, -1.1210], [-0.5775, 2.8477, -2.2707], [-1.4037, 4.4352, -2.0701], [-2.0579, 4.5024, -0.7175], [-3.3323, 3.9807, -0.5238], [-3.9199, 4.0087, 0.7328], [-3.2326, 4.5587, 1.8053], [-1.9557, 5.0699, 1.6198], [-1.3680, 5.0353, 0.3651], [0.3914, 3.2074, -3.7593], [1.4706, 4.2296, -3.5823], [1.2365, 5.5677, -3.8869], [2.2271, 6.5177, -3.6910], [3.4628, 6.1311, -3.1920], [3.7081, 4.7947, -2.9100], [2.7187, 3.8430, -3.1056], [-2.1447, 4.4920, -2.8699], [-0.6593, 5.2234, -2.1942], [-3.8701, 3.5573, -1.3641], [-4.9145, 3.6066, 0.8711], [-3.6908, 4.5866, 2.7850], [-1.4132, 5.4929, 2.4546], [-0.3671, 5.4195, 0.2184], [-0.3400, 3.4926, -4.5194], [0.8112, 2.2358, -4.0290], [0.2792, 5.8651, -4.3004], [2.0385, 7.5543, -3.9365], [4.2391, 6.8694, -3.0403], [4.6789, 4.4836, -2.5477], [2.9317, 2.7960, -2.9294]],
  "mulliken_charge": [3.24, 0.11, -0.39, 0.12, -0.84, 1.20, -0.93, 0.30, -0.77, -0.43, 0.41, -0.21, 0.33, 0.04, 0.27, 0.56, -0.41, -1.01, -0.20, 0.01, 0.24, 0.06, 0.47, 0.14, 0.37, 0.09, -0.02, 0.10, 0.11, 0.31, -1.02, -1.06, -1.35, -0.46, 1.10, 0.52, -1.07, -0.74, -0.85, -0.68, 0.47, 0.28, 0.41, 0.45, 0.58, 0.48, 0.41, 0.43, 0.54, 0.53, -0.92, 0.30, -0.18, -1.31, 0.97, 0.47, -0.50, -0.74, -0.10, 0.36, 0.25, 0.27, 0.36, 0.47, 0.21, -0.22, -0.30, -0.49, -0.28, 0.41, -0.13, 0.56, -0.21, -0.16, -1.23, 0.43, -1.05, 0.91, -1.07, 0.18, -0.25, -0.70, -0.44, -0.72, -0.07, -0.88, -0.13, -0.34, -0.71, -0.55, -0.69, -0.07, 0.57, 0.31, 0.40, 0.39, 0.42, 0.39, 0.34, 0.70, 0.27, 0.43, 0.40, 0.39, 0.46, 0.57]
}

***

{
  "formula": "C38H45N8O2S3Ti",
  "method": "ωB97M-V/def2-TZVPD",
  "largest_force_ha_per_bohr": 0.0841,
  "homo_energy_ev": [-8.909, -10.441],
  "molar_mass_g_mol": 789.90,
  "e_tot_ev": -111768.7391,
  "spin_multiplicity": 3,
  "orbital_gap_ev": [6.58, 8.11],
  "total_charge": 1,
  "de_lowest_kcal_mol": 0.0,
  "symbols": ["Ti", "C", "C", "S", "C", "C", "S", "C", "C", "S", "H", "H", "H", "H", "H", "H", "H", "H", "H", "H", "H", "H", "C", "N", "C", "N", "C", "N", "C", "C", "C", "C", "C", "C", "C", "N", "N", "C", "O", "C", "C", "C", "C", "C", "C", "N", "C", "N", "C", "N", "C", "H", "H", "H", "H", "H", "H", "H", "H", "H", "H", "H", "H", "H", "H", "H", "H", "C", "C", "C", "C", "C", "C", "C", "C", "C", "C", "C", "C", "O", "H", "H", "H", "H", "H", "H", "H", "H", "H", "H", "H", "H", "H", "H", "H", "H", "H"],
  "positions_angstrom": [[0.5400, -0.3064, -1.4253], [3.3112, 2.8779, -0.3346], [4.6732, 2.2058, -0.0748], [4.8187, 0.4619, -0.5708], [5.3420, -0.3184, 0.9813], [4.4240, -0.1800, 2.1965], [2.7316, -0.7941, 1.9465], [1.7890, 0.5951, 2.6278], [1.9625, 1.9545, 1.9353], [1.8313, 1.9421, 0.1206], [3.1679, 3.0853, -1.3968], [3.2691, 3.8272, 0.1983], [4.9241, 2.2571, 0.9849], [5.4396, 2.7604, -0.6142], [6.3273, 0.0684, 1.2430], [5.4645, -1.3680, 0.7111], [4.3542, 0.8599, 2.5078], [4.8566, -0.7399, 3.0247], [2.0542, 0.6923, 3.6785], [0.7492, 0.2707, 2.5825], [2.9310, 2.3808, 2.1936], [1.1960, 2.6386, 2.2962], [0.8848, -5.1155, 1.3622], [1.2429, -4.0248, 0.4344], [0.6018, -2.8923, 0.1874], [1.2353, -2.2144, -0.7628], [2.2902, -3.0340, -1.0709], [2.3258, -4.1419, -0.3750], [0.5761, -4.6367, 2.7631], [1.4036, -4.9865, 3.8225], [1.1147, -4.5558, 5.1118], [0.0228, -3.7393, 5.3522], [-0.8051, -3.3763, 4.2957], [-0.5467, -3.8556, 3.0172], [-1.9040, -2.4313, 4.5159], [-2.2186, -1.7909, 5.5829], [-3.2419, -0.9075, 5.2275], [-3.4531, -1.0815, 3.9749], [-2.6506, -2.0434, 3.4552], [-4.2908, -0.3077, 3.0534], [-4.8971, 0.8741, 3.4747], [-5.5367, 1.6777, 2.5481], [-5.5401, 1.3376, 1.1977], [-4.9582, 0.1516, 0.7784], [-4.8762, -0.2177, -0.6882], [-3.5067, -0.6259, -1.0464], [-2.3693, -0.2333, -0.5018], [-1.3654, -0.9161, -1.0255], [-1.9893, -1.7281, -1.9427], [-3.2886, -1.5749, -1.9856], [-4.3685, -0.6847, 1.7217], [1.7422, -5.7774, 1.3603], [0.0378, -5.6565, 0.9446], [-0.2687, -2.5551, 0.7169], [3.0415, -2.7909, -1.8050], [2.2772, -5.6056, 3.6428], [1.7549, -4.8547, 5.9330], [-0.1933, -3.3676, 6.3470], [-1.2515, -3.6282, 2.2254], [-4.8344, 1.1612, 4.5184], [-6.0057, 2.5996, 2.8690], [-6.0005, 2.0020, 0.4725], [-5.1833, 0.6102, -1.3212], [-5.5044, -1.0730, -0.9218], [-2.2913, 0.5049, 0.2759], [-1.4756, -2.4554, -2.5497], [-3.9159, -1.6196, 1.4094], [-2.6929, 2.7980, -2.5893], [-1.5293, 3.6916, -2.1250], [-1.3338, 3.5842, -0.6122], [-0.3101, 3.4212, -3.0070], [0.0872, 4.4342, -3.8788], [1.0521, 4.2349, -4.8535], [1.5941, 2.9714, -5.0098], [1.2300, 1.9280, -4.1668], [1.6845, 0.5137, -4.5102], [2.2697, -0.3085, -3.3458], [0.5296, -0.2462, -5.1802], [0.3271, 2.1754, -3.1223], [0.0820, 1.1564, -2.2431], [-3.5845, 2.9795, -1.9759], [-2.4192, 1.7437, -2.5105], [-2.9486, 2.9967, -3.6323], [-1.8147, 4.7252, -2.3285], [-1.0989, 2.5666, -0.3195], [-2.2513, 3.8968, -0.1026], [-0.5176, 4.2205, -0.2691], [-0.3930, 5.4051, -3.7948], [1.3463, 5.0455, -5.5101], [2.2950, 2.7780, -5.8160], [2.4740, 0.6145, -5.2519], [1.4844, -0.9773, -2.9491], [2.6842, 0.3257, -2.5607], [3.0638, -0.9619, -3.6961], [-0.2980, -0.3708, -4.4835], [0.8515, -1.2364, -5.5188], [0.1590, 0.3048, -6.0446]],
  "mulliken_charge": [0.01, -1.24, -0.84, -0.02, -0.84, -0.96, 0.17, -0.89, -1.26, 0.36, 0.34, 0.63, 0.33, 0.57, 0.49, 0.42, 0.33, 0.53, 0.60, 0.23, 0.51, 0.63, -1.13, 1.16, -1.08, 0.59, -0.50, -1.05, 0.93, -0.84, -0.80, -0.91, -0.11, -0.06, 0.49, -0.45, -0.52, 0.47, -0.15, 0.19, -0.83, -0.75, -0.93, 0.63, -0.87, 1.05, -0.64, 0.60, -0.74, -1.20, 0.11, 0.44, 0.26, 0.51, 0.52, 0.42, 0.43, 0.55, 0.88, 0.53, 0.42, 0.45, 0.39, 0.34, 0.58, 0.52, 0.57, -1.24, 0.45, -1.07, 0.03, -1.03, -1.34, -0.80, -0.18, 0.53, -1.37, -1.52, 0.87, 1.37, 0.43, 0.01, 0.36, 0.61, -0.21, 0.51, 0.33, 0.43, 0.39, 0.44, 0.71, 0.28, -0.22, 0.66, 0.15, 0.40, 0.41]
}